(1)
BrH3O3Si | ωB97M-V/def2-TZVPD

Properties
largest force on an atom: 5.75 eV/Å
Kohn-Sham gap (alpha / beta): 8.087 / 8.086 eV
energy relative to the best compared isomer or geometry (same formula, charge and spin): 437.8 kJ/mol

Each line ends with the Mulliken charge.
Geometry (Å):
O: -0.03110 1.51504 1.09555  -0.83
O: -0.80790 -1.93623 -0.29638  -0.32
O: 1.61332 -0.42763 -0.59822  -0.41
Si: 0.46081 -1.15312 0.25531  0.72
Br: 1.07529 -2.40454 1.88344  -0.10
H: -0.28934 1.84349 2.03323  0.21
H: -1.25760 -1.79126 -1.03792  0.31
H: 1.66922 0.55973 -0.19139  0.41

---

(2)
C4H2ClO2 | ωB97M-V/def2-TZVPD

Properties
largest force on an atom: 5.00 eV/Å
net charge: -1
Kohn-Sham gap: 6.787 eV
energy relative to the best compared isomer or geometry (same formula, charge and spin): 304.1 kJ/mol

Each line ends with the Mulliken charge.
Geometry (Å):
C: 1.06024 -0.81419 -0.11326  -0.48
C: 0.14808 0.94064 -0.85641  0.35
C: -0.01787 -0.74142 0.74214  0.71
C: -0.83658 0.44297 0.11489  -0.52
O: 0.36574 1.94803 -1.44616  -0.48
O: -0.42423 -1.43976 1.70921  -0.81
Cl: 2.54679 -1.63624 -0.65172  -0.27
H: -1.17162 1.13227 0.85464  0.28
H: -1.67055 0.16770 -0.35334  0.23

---

(3)
C3H14NO2 | ωB97M-V/def2-TZVPD

Properties
largest force on an atom: 6.31 eV/Å
net charge: +1
Kohn-Sham gap: 12.270 eV
energy relative to the best compared isomer or geometry (same formula, charge and spin): 157.9 kJ/mol

Each line ends with the Mulliken charge.
Geometry (Å):
C: 1.18373 2.21244 -0.66040  -1.35
C: 1.54089 0.93558 -0.18001  0.62
C: 1.10511 0.67075 1.34152  -1.39
N: 0.88860 -0.15644 -1.06621  -0.29
H: 1.27655 2.45067 -1.72915  0.42
H: 0.09986 2.67747 -0.53186  0.27
H: 1.82256 2.92045 -0.06492  0.33
H: 2.61906 0.76314 -0.34557  0.22
H: 0.06177 0.89689 1.43129  0.41
H: 1.68771 1.39525 1.90089  0.40
H: 1.30120 -0.29182 1.71930  0.44
H: 0.64888 0.03704 -2.04345  0.34
H: 1.44594 -1.04671 -1.26737  0.42
H: 0.14018 -0.55607 -0.45348  0.16
H: -2.77160 -2.41460 -0.15471  0.34
H: -2.63808 -3.40085 0.92287  0.32
O: -2.09006 -2.70538 0.51925  -0.69
H: -2.51560 0.27464 0.16168  0.30
H: -1.90541 -1.04981 0.61223  0.44
O: -1.71888 -0.35378 0.01814  -0.70

---

(4)
C5H10N | ωB97M-V/def2-TZVPD

Properties
largest force on an atom: 3.03 eV/Å
net charge: +1
structure (SMILES): C[NH2+]C1(C)C=C1
Kohn-Sham gap: 11.481 eV
energy relative to the best compared isomer or geometry (same formula, charge and spin): 296.2 kJ/mol

Each line ends with the Mulliken charge.
Geometry (Å):
C: 0.90330 -1.33274 0.77098  -0.64
C: -0.04847 -1.39003 1.64150  -0.27
C: -0.11966 -0.29350 0.60431  0.44
C: 0.37058 1.09958 0.98161  -1.59
C: -0.21043 0.45586 -1.76389  -0.76
N: -0.87721 -0.41720 -0.63859  -0.07
H: 1.81942 -1.56150 0.26722  0.44
H: -0.61431 -1.67596 2.50000  0.44
H: 1.46325 1.22714 0.74796  0.40
H: 0.35464 1.23646 2.04389  0.42
H: -0.20522 1.95498 0.54300  0.39
H: -0.81615 1.15006 -2.29166  0.38
H: 0.42620 1.26039 -1.40367  0.29
H: 0.33693 -0.15126 -2.55966  0.30
H: -0.93504 -1.49246 -0.93484  0.46
H: -1.84782 -0.06981 -0.50818  0.37

---

(5)
C7H14N2O4 | ωB97M-V/def2-TZVPD

Properties
largest force on an atom: 5.80 eV/Å
structure (SMILES): CCCCC(=O)N(O)/C(O)=C(\N)O
Kohn-Sham gap: 8.708 eV
energy relative to the best compared isomer or geometry (same formula, charge and spin): 372.6 kJ/mol

Each line ends with the Mulliken charge.
Geometry (Å):
C: 2.30043 -0.12404 -0.69623  -0.05
C: 2.33404 -1.12541 0.24700  0.28
C: 1.32348 2.19594 -0.09734  0.48
C: -2.58366 -1.22374 -0.24934  -1.27
C: -0.21537 1.92182 -0.00477  -0.71
C: -2.10253 0.17754 0.01204  -0.52
C: -0.63347 0.45245 -0.21992  0.01
N: 2.23606 1.24474 -0.28554  0.28
N: 2.25284 -0.97968 1.66732  -0.47
O: 3.59821 1.74424 -0.33768  -0.52
O: 2.38078 -0.38997 -2.01247  -0.55
O: 2.26059 -2.46664 -0.16845  -0.57
O: 1.67396 3.36361 0.11386  -0.78
H: -2.55458 -1.38969 -1.43893  0.25
H: -3.68402 -1.30153 -0.00229  0.35
H: -2.06244 -1.96418 0.19121  0.38
H: -0.42047 2.15929 1.10355  0.22
H: -0.73356 2.62741 -0.54192  0.44
H: -2.27569 0.49356 1.10408  0.31
H: -2.69392 0.87256 -0.49108  0.43
H: 0.05257 -0.20338 0.31974  0.03
H: -0.36415 0.24189 -1.27433  0.35
H: 2.60658 -1.87465 2.06756  0.22
H: 2.63937 -0.10691 2.06959  0.24
H: 3.18877 -1.01390 -2.08467  0.41
H: 1.52463 -2.86050 0.34111  0.34
H: 3.39807 2.75484 -0.04472  0.41

---

(6)
C5H7NO | ωB97M-V/def2-TZVPD

Properties
largest force on an atom: 0.49 eV/Å
structure (SMILES): [H]/N=C/C=C\CC=O
Kohn-Sham gap: 9.632 eV
energy relative to the best compared isomer or geometry (same formula, charge and spin): 152.6 kJ/mol

Each line ends with the Mulliken charge.
Geometry (Å):
O: 0.82099 -1.49399 2.61151  -0.48
C: 0.62667 -0.83582 1.61927  0.08
C: -0.52143 -1.08881 0.65213  -0.60
C: -1.19342 0.20068 0.28128  -0.25
C: -0.73742 1.11413 -0.58757  -0.41
C: 0.46558 0.98933 -1.42871  0.03
N: 1.36624 0.10501 -1.23735  -0.54
H: -1.21408 -1.79177 1.12184  0.30
H: -0.07489 -1.54790 -0.23909  0.31
H: -2.12276 0.42429 0.80353  0.35
H: -1.32196 2.01923 -0.74098  0.30
H: 1.28515 0.00840 1.33976  0.34
H: 0.52592 1.71780 -2.24868  0.34
H: 2.09540 0.17942 -1.94695  0.23